{"formula": "C20H45FN4O12S4", "method": "ωB97M-V/def2-TZVPD", "smiles": "CCN[C@](C#N)(CNC)[C@@H](F)C#N.CCOS(C)(=O)=O.CCOS(C)(=O)=O.CCOS(C)(=O)=O.CCOS(C)(=O)=O", "lumo_energy_ev": 0.4, "homo_energy_ev": -9.207, "elements": ["S", "S", "S", "S", "F", "O", "O", "O", "O", "O", "O", "O", "O", "O", "O", "O", "O", "N", "N", "N", "N", "C", "C", "C", "C", "C", "C", "C", "C", "C", "C", "C", "C", "C", "C", "C", "C", "C", "C", "C", "C", "H", "H", "H", "H", "H", "H", "H", "H", "H", "H", "H", "H", "H", "H", "H", "H", "H", "H", "H", "H", "H", "H", "H", "H", "H", "H", "H", "H", "H", "H", "H", "H", "H", "H", "H", "H", "H", "H", "H", "H", "H", "H", "H", "H", "H"], "positions_angstrom": [[6.635541, -2.121700, -1.530615], [-7.292227, -5.975527, 2.908022], [-4.317639, 2.915025, 0.492249], [-1.678793, -2.498538, 1.559099], [3.934912, 1.491459, 0.232344], [-0.291597, -2.827495, 1.425145], [-6.605965, -6.321641, 1.518876], [-3.645969, 2.256011, 1.569094], [5.778829, -2.974706, -2.563598], [6.306044, -2.538485, -0.203327], [6.560763, -0.739186, -1.890847], [-1.855140, -0.930057, 1.409839], [-6.342060, -5.332921, 3.762748], [-4.936583, 2.161646, -0.555704], [-2.657805, -3.166693, 0.755214], [-5.378536, 3.942713, 1.085364], [-8.563395, -5.368365, 2.657740], [4.164050, 5.556637, -1.269283], [0.854211, 2.624954, 0.293015], [2.045705, 3.418469, -3.560488], [4.974889, 2.843989, -2.058077], [3.694918, -1.685933, -2.831791], [3.118810, 1.882648, -0.783712], [1.788597, 2.154914, -0.205401], [7.392100, 2.714889, -1.924853], [4.344740, -2.983033, -2.391086], [6.093966, 2.907898, -1.128365], [-6.634781, 3.410795, 1.557218], [-7.522748, -7.631955, 3.457238], [-6.452500, -5.252854, 0.554163], [-2.161954, -2.614434, 3.246672], [-2.169261, -0.568325, -1.001689], [8.217866, -2.747963, -1.977854], [4.876165, 6.452195, -0.358511], [3.665793, 3.123500, -1.505216], [-5.347061, -4.284497, 0.921359], [-6.507308, 2.693023, 2.886400], [3.532229, 4.406818, -0.656115], [-1.322914, -0.297198, 0.227783], [-3.222774, 4.101423, -0.208091], [2.763440, 3.293002, -2.661043], [-2.905901, 4.787402, 0.572239], [-2.144639, -1.622112, -1.277041], [3.993425, -0.857013, -2.190793], [8.089300, 2.111930, -1.358303], [-3.209222, -0.301878, -0.812282], [2.609533, -1.780734, -2.787632], [2.470483, 4.609462, -0.562490], [-1.315865, 0.770026, 0.435697], [-5.595662, -3.732115, 1.827201], [5.929121, 6.510278, -0.610077], [3.886902, 4.214937, 0.355208], [-1.435203, -2.087423, 3.857872], [-7.494444, 2.409831, 3.252043], [6.176919, 3.865737, -0.614131], [4.738007, 5.301429, -2.053590], [-5.907050, 1.789389, 2.794788], [-1.802569, 0.011208, -1.849922], [7.202572, 2.207268, -2.861157], [-0.287988, -0.607665, 0.071571], [2.997850, 1.094178, -1.517961], [8.262502, -3.804075, -1.728674], [-7.066525, 2.762556, 0.793005], [-4.418278, -4.815021, 1.103108], [3.989070, -1.434746, -3.850453], [-7.408258, -4.742633, 0.422225], [-7.287688, 4.274982, 1.660147], [4.802351, 6.127086, 0.673879], [3.988790, -3.806884, -3.005506], [-6.560088, -8.135161, 3.461449], [-3.154547, -2.186040, 3.355257], [-2.180351, -3.672061, 3.500146], [-2.366096, 3.553077, -0.594676], [-6.025198, 3.334929, 3.623332], [4.445884, 7.445672, -0.415269], [-8.225191, -8.128980, 2.794668], [6.051200, 2.115211, -0.399426], [7.897983, 3.658306, -2.092626], [-7.923200, -7.577818, 4.466791], [8.952656, -2.188981, -1.403276], [-3.734922, 4.624675, -1.010412], [5.142839, 3.407150, -2.875970], [-6.217288, -5.750425, -0.384383], [8.370148, -2.586157, -3.041267], [4.103158, -3.218907, -1.353727], [-5.189884, -3.566627, 0.119497]], "forces_ev_per_a": [[0.1, -0.3, -0.3], [0.2, -0.3, -0.2], [0.2, 0.6, -0.1], [-0.2, 0.4, 0.3], [0.3, -0.2, 0.2], [0.0, -0.1, -0.2], [0.0, -0.1, 0.1], [-0.1, -0.3, -0.1], [0.2, 0.0, 0.0], [-0.1, 0.2, 0.1], [0.0, 0.2, 0.2], [0.0, -0.1, 0.1], [-0.1, 0.1, 0.1], [0.0, -0.3, 0.1], [0.3, -0.1, -0.1], [0.1, 0.0, 0.0], [0.0, 0.2, 0.1], [0.1, -0.2, 0.2], [0.9, -1.0, -0.7], [0.8, -0.2, 1.0], [-0.2, -0.4, 0.6], [0.1, 0.1, 0.0], [-0.6, -0.2, 0.0], [-1.1, 1.4, 0.8], [0.0, 0.1, 0.4], [-0.6, 0.1, 0.1], [1.1, 0.0, -0.6], [-0.5, -0.2, 0.2], [0.0, -0.1, 0.0], [0.1, 0.5, -0.3], [0.0, 0.0, 0.1], [-0.1, -0.3, 0.1], [0.0, 0.0, 0.0], [-0.2, 0.0, -0.4], [-0.2, 0.6, -0.6], [-0.3, -0.1, 0.3], [0.2, -0.1, 0.0], [-0.2, 0.2, 0.0], [0.1, 0.3, -0.7], [0.0, 0.1, 0.0], [-1.0, 0.2, -1.3], [0.0, 0.0, 0.0], [0.0, 0.0, 0.0], [0.0, 0.0, 0.0], [0.1, -0.2, 0.1], [0.0, 0.1, 0.0], [0.0, -0.1, 0.0], [-0.3, -0.1, 0.2], [-0.1, -0.1, 0.3], [0.0, 0.0, 0.0], [0.3, 0.1, 0.0], [0.3, -0.1, 0.1], [0.0, 0.0, 0.0], [0.0, 0.1, 0.0], [-0.3, 0.1, 0.3], [0.1, -0.1, 0.0], [0.0, 0.0, 0.0], [0.0, 0.1, 0.1], [0.0, -0.1, -0.2], [0.0, -0.1, 0.2], [0.4, -0.3, -0.1], [0.0, 0.0, 0.0], [0.1, 0.0, -0.1], [0.1, 0.0, -0.1], [0.0, 0.0, 0.0], [-0.1, -0.1, 0.1], [0.1, 0.1, -0.1], [-0.1, -0.2, 0.2], [0.2, -0.1, 0.0], [0.0, 0.0, 0.0], [0.0, 0.0, 0.0], [0.0, 0.0, 0.0], [0.0, 0.0, 0.0], [-0.1, 0.0, 0.0], [0.0, 0.3, 0.1], [0.0, 0.0, 0.0], [-0.4, -0.2, 0.2], [0.0, 0.3, -0.3], [0.0, 0.1, 0.0], [0.0, 0.0, 0.0], [0.0, 0.0, 0.0], [0.1, 0.0, -0.2], [0.0, -0.2, 0.1], [0.0, 0.0, 0.0], [0.1, 0.0, 0.0], [0.0, -0.1, -0.1]]}